w:
Here is IMg as an isolated structure from the OMol25 dataset. Energies are from the ωB97M-V functional and the def2-TZVPD basis.

Geometry as ORCA input:
```
! RIJCOSX wB97M-V def2-TZVPD def2/J DEFGRID3
* xyz 1 1
Mg 0.631 -0.877 0.838
I -0.631 0.877 -0.838
*
```

The LUMO energy is -7.876 eV. The value obtained for the HOMO energy is -14.074 eV. For the HOMO-LUMO gap, the calculation gives 6.197 eV.

x:
Here is IMg as an isolated structure from the OMol25 dataset. Energies are from the ωB97M-V functional and the def2-TZVPD basis.

Geometry as ORCA input:
```
! RIJCOSX wB97M-V def2-TZVPD def2/J DEFGRID3
* xyz 1 1
Mg -45.862 8.212 12.933
I -43.892 9.689 13.839
*
```

The LUMO energy is -7.766 eV. The value obtained for the HOMO energy is -14.215 eV. For the HOMO-LUMO gap, the calculation gives 6.449 eV.

x ends up most stable, edging out the next structure by 18.4 kJ/mol.

w:
Here is C23H20BrF13IrO3PSSbSe2 as an isolated structure from the OMol25 dataset. Energies are from the ωB97M-V functional and the def2-TZVPD basis.

Geometry as ORCA input:
```
! RIJCOSX wB97M-V def2-TZVPD def2/J DEFGRID3
* xyz 2 2
Ir -1.944 -0.186 0.617
F -4.282 6.340 0.345
C -3.487 5.299 0.324
C -2.133 5.459 0.069
F -1.642 6.656 -0.154
C -1.306 4.346 0.048
F -0.018 4.525 -0.215
C -1.797 3.068 0.283
P -0.681 1.646 0.301
C 0.607 1.988 1.490
C 0.324 1.796 2.847
C 1.276 2.115 3.801
C 2.504 2.629 3.409
C 2.777 2.845 2.065
C 1.833 2.535 1.102
C -0.046 1.487 -1.366
C 1.243 1.023 -1.636
C 1.643 0.847 -2.952
C 0.764 1.117 -3.994
C -0.524 1.560 -3.728
C -0.931 1.748 -2.419
C -3.150 2.949 0.520
Br -3.934 1.240 0.748
C -4.001 4.028 0.545
F -5.296 3.868 0.767
H -0.631 1.413 3.165
H 1.056 1.966 4.850
H 3.245 2.879 4.157
H 3.725 3.270 1.764
H 2.046 2.745 0.062
H 1.932 0.802 -0.837
H 2.653 0.520 -3.165
H 1.088 0.993 -5.019
H -1.208 1.769 -4.540
H -1.936 2.105 -2.223
C 4.823 -2.794 1.412
Se 3.261 -1.841 0.755
C 3.094 -2.769 -0.945
C 2.505 -4.188 -0.804
Se 0.576 -4.309 -0.999
C 0.463 -3.910 -2.873
H 5.658 -2.653 0.732
H 4.607 -3.850 1.552
H 5.065 -2.356 2.377
H 4.079 -2.834 -1.402
H 2.487 -2.131 -1.588
H 2.712 -4.623 0.171
H 2.891 -4.866 -1.572
H 0.853 -4.777 -3.409
H 1.061 -3.029 -3.097
H -0.584 -3.756 -3.105
F -2.101 -0.894 -1.389
Sb -3.621 -2.234 -1.411
F -3.312 -1.947 0.520
F -2.292 -3.547 -1.248
F -5.020 -3.381 -1.074
F -3.503 -2.304 -3.250
F -4.692 -0.711 -1.381
F -1.983 -3.865 1.809
C -1.492 -3.285 2.891
F -0.573 -4.054 3.437
F -2.448 -3.004 3.751
S -0.643 -1.669 2.416
O -0.512 -1.671 0.907
O 0.536 -1.585 3.184
O -1.664 -0.555 2.605
*
```

The LUMO energy (spin up / spin down) is -6.867 / -9.236 eV. The value obtained for the HOMO energy (spin up / spin down) is -13.835 / -13.823 eV. For the HOMO-LUMO gap (spin up / spin down), the calculation gives 6.968 / 4.588 eV.

x:
Here is C23H20BrF13IrO3PSSbSe2 as an isolated structure from the OMol25 dataset. Energies are from the ωB97M-V functional and the def2-TZVPD basis.

Geometry as ORCA input:
```
! RIJCOSX wB97M-V def2-TZVPD def2/J DEFGRID3
* xyz 2 2
Ir -0.124 0.554 0.351
F -1.439 -0.470 -6.985
C -1.051 -0.574 -5.738
C -1.452 -1.642 -4.963
F -2.231 -2.577 -5.464
C -1.033 -1.729 -3.640
F -1.484 -2.785 -2.978
C -0.211 -0.767 -3.045
P 0.314 -0.944 -1.305
C 2.076 -0.653 -1.233
C 2.388 0.421 -0.403
C 3.689 0.768 -0.107
C 4.708 0.026 -0.699
C 4.417 -1.023 -1.561
C 3.100 -1.376 -1.828
C -0.110 -2.555 -0.655
C 0.819 -3.592 -0.631
C 0.466 -4.809 -0.066
C -0.797 -4.982 0.478
C -1.715 -3.938 0.473
C -1.374 -2.722 -0.088
C 0.199 0.306 -3.867
Br 1.346 1.696 -3.323
C -0.222 0.394 -5.180
F 0.155 1.399 -5.951
H 1.625 1.181 -0.062
H 3.913 1.595 0.551
H 5.738 0.280 -0.491
H 5.223 -1.575 -2.025
H 2.885 -2.198 -2.498
H 1.815 -3.461 -1.031
H 1.182 -5.620 -0.049
H -1.068 -5.933 0.917
H -2.695 -4.072 0.911
H -2.083 -1.904 -0.067
C -1.590 5.985 3.051
Se -0.772 4.713 1.868
C -2.258 3.484 1.599
C -2.564 3.191 0.146
Se -1.259 2.234 -1.000
C -2.687 1.212 -1.836
H -2.039 5.435 3.876
H -2.344 6.532 2.484
H -0.808 6.654 3.399
H -3.128 3.947 2.065
H -2.012 2.582 2.152
H -2.771 4.099 -0.421
H -3.458 2.570 0.134
H -3.397 1.935 -2.231
H -3.131 0.576 -1.075
H -2.271 0.631 -2.648
F -1.911 0.167 0.924
Sb -0.028 1.591 4.253
F 0.095 1.791 2.249
F 1.728 2.182 4.262
F -0.162 1.303 6.066
F -1.766 1.026 3.876
F -0.642 3.390 4.234
F 2.135 -2.609 4.593
C 1.665 -2.607 3.368
F 2.523 -3.164 2.533
F 0.501 -3.220 3.309
S 1.454 -0.845 2.817
O 0.593 -0.304 3.938
O 2.707 -0.204 2.669
O 0.629 -0.996 1.599
*
```

The LUMO energy (spin up / spin down) is -6.675 / -9.110 eV. The value obtained for the HOMO energy (spin up / spin down) is -14.631 / -14.631 eV. For the HOMO-LUMO gap (spin up / spin down), the calculation gives 7.956 / 5.521 eV.

x ends up most stable, edging out the next structure by 5.0 kJ/mol.

w:
Here is a 3-piece molecular cluster, C2H6NO3 overall from the OMol25 dataset. Energies are from the ωB97M-V functional and the def2-TZVPD basis.

Geometry as ORCA input:
```
! RIJCOSX wB97M-V def2-TZVPD def2/J DEFGRID3
* xyz 0 2
O 0.211 0.426 1.750
C 1.068 -0.406 1.372
N 0.818 -1.659 1.659
C 0.513 1.437 -3.934
O 0.829 2.556 -3.667
H 1.795 -0.026 0.658
H 0.406 -1.880 2.573
H -0.117 1.056 -4.746
H 0.993 0.671 -3.294
H -1.444 -0.448 2.700
H -2.694 -1.072 2.052
O -2.378 -0.655 2.877
*
```

The LUMO energy (spin up / spin down) is 0.630 / -2.696 eV. The value obtained for the HOMO energy (spin up / spin down) is -10.308 / -10.308 eV. For the HOMO-LUMO gap (spin up / spin down), the calculation gives 10.938 / 7.611 eV.

x:
Here is a 2-piece molecular cluster, C2H6NO3 overall from the OMol25 dataset. Energies are from the ωB97M-V functional and the def2-TZVPD basis.

Geometry as ORCA input:
```
! RIJCOSX wB97M-V def2-TZVPD def2/J DEFGRID3
* xyz 0 2
O 1.485 1.485 -0.657
C 1.064 0.420 -0.228
O 0.904 0.042 0.942
C 0.649 -0.610 -1.303
N -0.633 -1.159 -0.953
H 0.695 -0.275 -2.337
H 1.330 -1.456 -1.232
H -1.446 -0.713 -1.329
H -0.631 -1.243 0.074
H -1.035 1.926 2.296
H -0.960 0.460 2.090
O -1.423 1.123 2.637
*
```

The LUMO energy (spin up / spin down) is 0.574 / -3.693 eV. The value obtained for the HOMO energy (spin up / spin down) is -10.803 / -10.596 eV. For the HOMO-LUMO gap (spin up / spin down), the calculation gives 11.378 / 6.904 eV.

x ends up most stable, edging out the next structure by 150.0 kJ/mol.

w:
Here is C6H10N2O3 as an isolated structure from the OMol25 dataset. Energies are from the ωB97M-V functional and the def2-TZVPD basis.

Geometry as ORCA input:
```
! RIJCOSX wB97M-V def2-TZVPD def2/J DEFGRID3
* xyz 0 1
C 1.752 2.076 1.021
C 0.538 1.574 0.806
C -1.035 -0.170 -1.488
C 0.173 -0.806 1.995
C -2.422 -0.558 -2.096
C 0.414 -0.397 0.510
N -0.813 -0.533 -0.219
N 1.564 -0.834 -0.084
O 1.290 -1.081 2.607
O -0.212 0.405 -2.159
O -0.946 -0.785 2.450
H 1.949 3.111 0.759
H 2.628 1.541 1.172
H -0.342 2.034 0.741
H -3.211 -0.041 -1.520
H -2.466 -0.148 -3.244
H -2.393 -1.601 -2.351
H -1.592 -0.699 0.426
H 1.595 -0.345 -1.003
H 1.409 -1.849 -0.331
H 2.120 -0.892 2.006
*
```

The LUMO energy is 0.588 eV. The value obtained for the HOMO energy is -9.230 eV. For the HOMO-LUMO gap, the calculation gives 9.818 eV.

x:
Here is one molecule with the formula C6H10N2O3 from the OMol25 dataset. Energies are from the ωB97M-V functional and the def2-TZVPD basis.

Geometry as ORCA input:
```
! RIJCOSX wB97M-V def2-TZVPD def2/J DEFGRID3
* xyz 0 1
O -3.067 -1.650 -1.131
N -2.259 -0.880 -1.637
N -1.017 -1.059 -1.139
C -0.248 0.122 -1.505
C 1.200 0.209 -0.922
C 0.957 0.281 0.619
C 0.749 1.703 1.093
O -0.269 2.272 0.917
O 1.744 2.463 1.804
C -0.468 -0.312 1.070
C -0.707 -1.540 0.243
H -0.228 0.098 -2.624
H -0.872 1.042 -1.322
H 1.877 -0.634 -1.057
H 1.668 1.076 -1.292
H 1.771 -0.144 1.216
H 2.431 1.737 1.940
H -0.498 -0.615 2.129
H -1.431 0.351 0.921
H -1.545 -2.292 0.363
H 0.214 -2.228 0.316
*
```

The LUMO energy is 0.312 eV. The value obtained for the HOMO energy is -9.500 eV. The SMILES is O=NN1CCC(C(=O)O)CC1. For the HOMO-LUMO gap, the calculation gives 9.812 eV.

w ends up most stable, edging out the next structure by 116.9 kJ/mol.

w:
Here is one molecule with the formula C3H3BrS from the OMol25 dataset. Energies are from the ωB97M-V functional and the def2-TZVPD basis.

Geometry as ORCA input:
```
! RIJCOSX wB97M-V def2-TZVPD def2/J DEFGRID3
* xyz 0 1
S -1.390 1.355 0.426
C -0.668 -0.270 -0.019
C 0.795 -0.294 -0.161
C 1.980 -0.281 -0.005
Br 3.711 -0.232 0.364
H -2.524 1.205 -0.325
H -0.987 -0.469 -1.104
H -0.917 -1.013 0.824
*
```

The LUMO energy is 0.732 eV. The value obtained for the HOMO energy is -9.324 eV. The SMILES is SCC#CBr. For the HOMO-LUMO gap, the calculation gives 10.056 eV.

x:
Here is one molecule with the formula C3H3BrS from the OMol25 dataset. Energies are from the ωB97M-V functional and the def2-TZVPD basis.

Geometry as ORCA input:
```
! RIJCOSX wB97M-V def2-TZVPD def2/J DEFGRID3
* xyz 0 1
C 1.161 0.658 0.550
C 0.024 0.102 -0.080
C -0.784 -0.241 -0.888
S -2.283 -0.903 -1.650
Br -2.569 -2.267 0.046
H 1.251 1.764 0.377
H 1.971 0.300 -0.033
H 1.228 0.586 1.679
*
```

The LUMO energy is -0.599 eV. The value obtained for the HOMO energy is -8.873 eV. The SMILES is CC#CSBr. For the HOMO-LUMO gap, the calculation gives 8.274 eV.

x ends up most stable, edging out the next structure by 17.3 kJ/mol.

w:
Here is C3H10N2 as an isolated structure from the OMol25 dataset. Energies are from the ωB97M-V functional and the def2-TZVPD basis.

Geometry as ORCA input:
```
! RIJCOSX wB97M-V def2-TZVPD def2/J DEFGRID3
* xyz 1 2
N 1.705 -0.747 0.431
C 1.092 0.063 -0.631
C 0.076 1.045 -0.062
C -1.327 0.470 0.059
N -1.439 -0.767 0.519
H 1.009 -1.371 0.815
H 2.390 -1.352 0.007
H 1.915 0.561 -1.138
H 0.567 -0.605 -1.336
H 0.070 1.886 -0.745
H 0.273 1.410 0.962
H -2.127 1.147 0.353
H -1.436 -0.504 -0.780
H -1.395 0.824 -1.968
H -2.418 -1.110 0.543
*
```

The LUMO energy (spin up / spin down) is -6.305 / -7.842 eV. The value obtained for the HOMO energy (spin up / spin down) is -13.624 / -13.539 eV. For the HOMO-LUMO gap (spin up / spin down), the calculation gives 7.319 / 5.697 eV.

x:
Here is a 2-piece molecular cluster, C3H10N2 overall from the OMol25 dataset. Energies are from the ωB97M-V functional and the def2-TZVPD basis.

Geometry as ORCA input:
```
! RIJCOSX wB97M-V def2-TZVPD def2/J DEFGRID3
* xyz 1 2
C 1.430 -5.071 -3.595
C 1.389 -4.414 -4.744
H 0.668 -5.790 -3.338
H 1.982 -4.700 -2.738
H 0.753 -4.807 -5.534
H 1.931 -3.546 -5.093
N -0.226 3.323 3.448
C -0.569 2.424 2.396
N -1.840 2.870 1.834
H -0.200 2.932 4.364
H 0.325 4.111 3.105
H 0.198 2.431 1.621
H -0.703 1.433 2.834
H -2.348 3.449 2.510
H -1.872 3.169 0.864
*
```

The LUMO energy (spin up / spin down) is -3.537 / -8.679 eV. The value obtained for the HOMO energy (spin up / spin down) is -11.601 / -11.601 eV. For the HOMO-LUMO gap (spin up / spin down), the calculation gives 8.065 / 2.923 eV.

x ends up most stable, edging out the next structure by 342.4 kJ/mol.